The molecule C3H5BrO, computed with the ωB97M-V functional and the def2-TZVPD basis.

XYZ file:
```
10
Properties=species:S:1:pos:R:3:forces:R:3:nbo_charge:R:1
Br -3.08735 0.34461 0.00922 1.1 -0.3 0.0 -0.029
O -0.60443 -0.97109 -0.80673 -1.2 -0.5 -0.1 -0.472
C 1.37673 0.16850 0.10728 -0.2 -1.0 0.0 -0.657
C -0.05229 0.25714 -0.42088 -0.1 0.5 1.2 0.053
C -1.24419 -0.33547 0.27274 0.7 0.2 -0.4 0.020
H 1.47237 0.68566 1.09970 0.1 -0.6 -1.0 0.228
H -1.18614 -0.82045 1.24720 0.0 0.1 -0.3 0.206
H 1.49490 -0.96621 0.16622 0.4 1.6 0.5 0.234
H 2.13398 0.54778 -0.63313 -0.8 -0.2 0.8 0.228
H -0.30359 1.08953 -1.04162 -0.1 0.4 -0.6 0.187
```
Forces are in eV/Å.

electronic energy = -2766.50862 hartree
HOMO-LUMO gap = 11.08 eV
relative energy (zero: lowest compared OMol25 entry of this formula, charge and spin) = 0.747 eV
total charge = 0
LUMO level = 0.88 eV
HOMO = -10.20 eV
F_max = 1.67 eV/Å

The molecule C3H5BrS, computed with the ωB97M-V functional and the def2-TZVPD basis.

XYZ file:
```
10
Properties=species:S:1:pos:R:3:forces:R:3:nbo_charge:R:1
Br -2.54055 0.43476 0.12886 -0.1 0.3 -0.1 -0.008
S -0.27369 -1.63103 -0.08137 0.7 -1.0 -0.3 0.257
C -0.99419 -0.20382 -0.83736 3.0 1.6 3.1 -0.449
C 0.71423 0.76131 -0.19382 -5.7 -2.6 0.5 -0.291
C 0.77141 -0.48365 0.80736 1.4 1.4 2.8 -0.609
H 0.25008 -0.36871 1.86808 0.8 0.7 -2.3 0.234
H 0.19413 1.68839 0.02716 0.7 0.1 0.8 0.222
H -1.23353 -0.28503 -1.83655 -0.3 0.0 -2.1 0.197
H 1.85401 -0.72480 1.20120 -1.9 -0.1 -1.5 0.239
H 1.25811 0.81259 -1.08357 1.4 -0.4 -0.9 0.208
```
Forces are in eV/Å.

electronic energy = -3089.39513 hartree
HOMO-LUMO gap = 9.00 eV
relative energy (zero: lowest compared OMol25 entry of this formula, charge and spin) = 2.554 eV
total charge = 0
LUMO level = 0.32 eV
HOMO = -8.68 eV
F_max = 6.27 eV/Å

A 2-piece molecular cluster, C3H5BrS overall, computed with the ωB97M-V functional and the def2-TZVPD basis.

XYZ file:
```
10
Properties=species:S:1:pos:R:3:forces:R:3:mulliken_spin:R:1
Br -4.33276 0.26693 -0.17820 0.8 -0.5 -2.0 0.004
S -0.02195 0.14005 -0.76437 0.8 -4.0 -0.8 1.001
C 1.51745 -2.06118 0.22962 3.6 -5.1 2.9 0.568
C 0.85690 1.32261 0.28443 0.1 3.7 -1.9 0.203
C 0.82816 -1.19880 -0.22453 -4.6 5.9 -3.3 0.191
H 1.90813 1.40120 0.05381 0.2 0.3 -0.2 0.018
H 0.25440 2.25076 0.29606 0.7 -0.1 0.1 -0.008
H 0.69733 0.76668 1.09464 -0.2 -1.4 4.0 0.028
H 2.09638 -2.81786 0.77799 -0.6 0.9 -0.9 -0.006
H -3.80403 -0.07037 -1.56946 -0.7 0.5 2.0 0.002
```
Forces are in eV/Å.

electronic energy = -3089.23448 hartree
multiplicity = 3
HOMO-LUMO gap (alpha / beta) = 4.47 / 7.50 eV
⟨S²⟩ = 2.026
relative energy (zero: lowest compared OMol25 entry of this formula, charge and spin) = 3.064 eV
total charge = 0
LUMO level (alpha / beta) = 0.39 / -2.82 eV
HOMO (alpha / beta) = -4.08 / -10.32 eV
F_max = 8.18 eV/Å

C3H5CaLi2O4 as an isolated structure, computed with the ωB97M-V functional and the def2-TZVPD basis.

XYZ file:
```
15
Properties=species:S:1:pos:R:3:forces:R:3:mulliken_charge:R:1
Ca 0.14266 1.59066 1.26823 -0.6 0.9 5.0 1.481
O 2.59319 -0.60522 0.24997 -1.7 0.4 -1.1 -0.630
O -1.35384 1.25819 -0.01219 -1.4 -0.5 -1.6 -1.038
O 1.36189 2.00151 -0.08409 2.3 0.9 -2.6 -1.418
O 0.42717 -0.58148 0.79342 0.9 -0.8 -0.8 -0.423
C -0.91938 -1.06424 0.51564 -0.3 -0.1 -0.3 -0.539
C 1.44251 -0.84966 -0.08202 1.2 -1.4 2.3 0.388
C -1.62458 -0.05401 -0.39163 -0.3 0.0 -0.4 -0.163
Li -0.02421 2.12770 -1.24601 0.1 -0.1 0.0 0.824
Li 3.04808 1.48583 0.07188 -0.4 -0.1 -0.3 0.840
H -2.70362 -0.29278 -0.36354 0.3 0.1 0.0 0.344
H -1.40117 -1.12368 1.49946 0.2 0.0 -0.2 0.259
H -1.29554 -0.23615 -1.43551 -0.1 -0.1 0.2 0.242
H -0.86045 -2.06563 0.07018 -0.1 0.2 0.2 0.427
H 1.16728 -1.59104 -0.85380 0.0 0.7 -0.3 0.408
```
Forces are in eV/Å.

electronic energy = -1110.85743 hartree
HOMO-LUMO gap = 9.32 eV
relative energy (zero: lowest compared OMol25 entry of this formula, charge and spin) = 0.000 eV
total charge = +1
LUMO level = -3.43 eV
HOMO = -12.75 eV
F_max = 5.11 eV/Å

The molecule C3H5Cl2F, computed with the ωB97M-V functional and the def2-TZVPD basis.

XYZ file:
```
11
Properties=species:S:1:pos:R:3:forces:R:3:nbo_charge:R:1
Cl -0.90532 2.00739 0.94137 -1.1 0.7 0.5 0.006
Cl 0.96346 1.83620 -1.16231 0.5 0.2 -0.3 -0.018
F 1.45613 1.30071 1.32256 -0.2 -0.1 -0.7 -0.335
C 0.47292 1.13792 0.37867 0.1 -0.7 -1.0 0.291
C -0.71217 -1.05465 -0.67886 0.1 0.3 0.0 -0.620
C 0.15652 -0.35921 0.25642 4.0 0.8 4.3 -0.441
H -1.70063 -0.64227 -0.66900 -0.8 -0.3 0.0 0.222
H -0.59827 -2.09638 -0.39505 -0.7 -0.2 -0.3 0.231
H -0.26541 -0.89112 -1.62667 0.1 -0.2 -1.3 0.220
H 1.21050 -0.83283 0.28337 -1.4 0.7 -0.4 0.222
H -0.07773 -0.40575 1.34949 -0.6 -1.1 -0.7 0.222
```
Forces are in eV/Å.

electronic energy = -1137.54032 hartree
HOMO-LUMO gap = 11.85 eV
relative energy (zero: lowest compared OMol25 entry of this formula, charge and spin) = 0.442 eV
total charge = 0
LUMO level = 0.80 eV
HOMO = -11.05 eV
F_max = 5.95 eV/Å

The molecule C3H5Cl2FN2, computed with the ωB97M-V functional and the def2-TZVPD basis.

XYZ file:
```
13
Properties=species:S:1:pos:R:3:forces:R:3:nbo_charge:R:1
Cl 2.22698 1.67559 0.41373 1.1 1.1 1.2 0.013
Cl 3.00954 -1.08670 -0.10694 -0.6 0.4 0.9 -0.024
F 0.97495 -0.31703 1.47325 1.1 -0.4 0.9 -0.308
N -1.80075 0.38939 -0.09668 1.7 -0.7 2.0 -0.215
N -0.50708 0.79172 -0.39365 -1.8 -0.4 0.7 -0.454
C -2.10179 -0.70271 0.54079 -3.2 1.9 -1.4 -0.204
C 0.68953 0.05946 -0.69176 -3.0 0.4 -2.2 -0.323
C 1.67074 0.03913 0.38621 0.3 -0.1 -0.8 0.314
H -0.54456 1.75635 -0.53564 0.2 1.3 -0.5 0.378
H -1.60799 -1.66587 0.60437 0.6 0.2 0.4 0.175
H 0.99059 0.55197 -1.63025 0.8 -1.1 0.3 0.237
H 0.24735 -0.89564 -0.79070 0.4 -1.7 -0.8 0.221
H -3.24751 -0.59566 0.82727 2.5 -1.0 -0.6 0.193
```
Forces are in eV/Å.

electronic energy = -1246.97264 hartree
HOMO-LUMO gap = 9.46 eV
relative energy (zero: lowest compared OMol25 entry of this formula, charge and spin) = 1.597 eV
total charge = 0
LUMO level = 0.64 eV
HOMO = -8.82 eV
F_max = 3.95 eV/Å

A 2-piece molecular cluster, C3H5Cl2N3O2 overall, computed with the ωB97M-V functional and the def2-TZVPD basis.

XYZ file:
```
15
Properties=species:S:1:pos:R:3:forces:R:3:nbo_charge:R:1
Cl 1.37650 -0.74042 -2.41267 0.6 -0.6 -0.8 0.121
Cl -0.70960 1.22291 -2.30556 0.0 0.3 -0.7 -0.002
O -1.27376 0.72529 2.07726 0.1 0.3 -0.1 -0.463
O 0.90681 -1.83427 0.18152 0.2 -1.6 0.4 -0.557
N -0.91475 0.76632 0.89688 -0.2 0.9 -2.6 0.200
N -0.46596 -0.12160 0.13777 -0.7 -0.6 1.0 -0.304
N -1.16186 -2.07859 1.34181 1.1 0.6 -1.0 -0.848
C 1.58937 1.59121 -1.06690 0.1 0.3 0.2 -0.444
C 0.93159 0.77907 -1.90320 -0.1 2.1 1.4 -0.092
C -0.15966 -1.47633 0.57689 -1.3 1.0 1.4 0.754
H 2.56136 1.46209 -0.62051 0.4 -1.0 -0.5 0.226
H -1.11063 -3.05359 1.63920 0.2 0.8 -0.2 0.415
H -1.76119 -1.40433 1.81533 0.1 -0.6 0.0 0.419
H -1.00850 1.66934 0.21929 0.0 -1.5 2.3 0.365
H 1.20028 2.49289 -0.57712 -0.6 -0.3 -1.0 0.209
```
Forces are in eV/Å.

electronic energy = -1352.31229 hartree
HOMO-LUMO gap = 9.46 eV
total charge = 0
LUMO level = 0.10 eV
HOMO = -9.37 eV
F_max = 2.79 eV/Å

A 3-piece molecular cluster, C3H5Cl7 overall, computed with the ωB97M-V functional and the def2-TZVPD basis.

XYZ file:
```
15
Properties=species:S:1:pos:R:3:forces:R:3:nbo_charge:R:1
Cl 0.25752 1.48380 -1.51819 0.0 0.1 0.1 -0.028
Cl -4.42159 -0.29976 -3.19436 0.2 0.1 0.3 -0.031
Cl 3.17757 -0.20591 1.81722 0.0 -0.1 0.0 0.011
Cl -1.74928 -0.05049 -4.31822 0.0 0.2 0.2 -0.041
Cl -0.83530 -0.27977 0.52139 -0.1 -0.2 0.1 -0.009
Cl 1.21350 -1.73923 3.35992 0.4 0.1 -0.2 0.013
Cl 3.91165 -1.37459 4.37064 0.1 0.0 0.1 0.028
C -0.02032 1.23688 0.21515 0.3 0.6 0.1 -0.406
C -2.80521 0.40409 -2.95060 0.0 -0.2 -0.6 -0.381
C 2.93305 -1.56166 2.92364 -0.4 0.0 0.2 -0.280
H -0.60962 2.06258 0.60334 -0.2 -0.1 -0.2 0.222
H -2.90564 1.48169 -2.93076 0.0 0.0 -0.1 0.220
H -2.32499 0.04183 -2.05212 -0.3 -0.2 0.1 0.227
H 0.93962 1.27510 0.72029 0.0 -0.4 -0.1 0.226
H 3.23905 -2.47457 2.43265 0.0 0.0 -0.1 0.230
```
Forces are in eV/Å.

electronic energy = -3338.63725 hartree
HOMO-LUMO gap = 11.32 eV
relative energy (zero: lowest compared OMol25 entry of this formula, charge and spin) = 0.000 eV
total charge = 0
LUMO level = 0.49 eV
HOMO = -10.83 eV
F_max = 0.72 eV/Å

The lowest F_max belongs to which entry?
C3H5Cl7